(1)
DFT (ωB97M-V with the def2-TZVPD basis set) results for a cluster of 8 separate species, C26H68O16 in total in a non-equilibrium geometry.

Properties
electronic energy	-2234.9373	hartree
orbital gap	9.1063	eV

Geometry as XYZ:
```
110
Properties=species:S:1:pos:R:3:forces:R:3:mulliken_charge:R:1
C 5.409260 0.499155 0.699164 -1.1 -0.1 -0.3 -0.4084
C 5.788847 1.930070 0.727487 0.3 1.7 -0.7 -0.3734
O 4.758515 2.644056 1.443998 -0.2 -1.7 -0.3 -0.5102
O 4.095404 0.303178 0.140029 0.7 -0.6 0.5 -0.3009
H 5.420559 0.188267 1.733410 -0.2 -0.6 0.4 0.2315
H 6.126997 -0.070338 0.112660 0.2 -0.1 0.1 0.3080
H 5.794244 2.294538 -0.350065 0.4 -0.1 1.2 0.1758
H 6.769676 2.068864 1.271520 -0.8 -0.2 -0.9 0.4036
H 5.033278 3.523302 1.602602 0.5 1.4 0.1 0.2838
H 3.746800 1.131481 -0.211277 0.1 0.3 -0.1 0.3195
C 0.711396 -4.093701 -3.062702 -0.5 0.8 0.5 -0.4871
C -0.277131 -4.733097 -2.087496 0.6 -1.3 0.0 -0.3104
O -1.036044 -3.842406 -1.328822 0.3 0.0 0.6 -0.0892
O 0.048458 -3.017754 -3.737865 0.8 -0.8 -0.4 -0.6107
H 0.922469 -4.939792 -3.710608 0.2 0.3 -0.8 0.3930
H 1.708874 -3.769979 -2.650321 -1.0 -0.2 0.1 0.1676
H 0.296048 -5.526085 -1.515031 -0.5 0.8 0.1 0.3206
H -1.003987 -5.322529 -2.659042 0.1 0.3 -0.2 0.3133
H -0.429640 -3.380497 -0.716141 -0.2 0.2 -0.1 0.0336
H -0.093819 -2.275283 -3.125427 0.1 -0.2 0.0 0.4826
C 0.989543 -0.929538 -0.334916 -0.1 -0.7 -1.0 -0.6350
C -0.064087 -0.107060 -1.093484 0.0 -1.1 -0.3 1.2159
O -0.644735 -0.700815 -2.255219 0.0 -0.7 -0.1 -0.9657
O 0.376177 -2.136428 0.198640 1.5 0.5 0.8 0.0246
H 1.267186 -0.317460 0.491137 0.4 0.6 0.8 0.3550
H 1.955958 -1.096109 -0.905774 -1.2 -0.2 0.3 0.1155
H 0.435788 0.793212 -1.488702 -0.4 0.1 0.7 -0.2074
H -0.881800 -0.000270 -0.377066 0.1 0.9 0.1 -0.3623
H -1.507198 -1.139485 -2.075216 0.7 0.7 0.1 0.3654
H 0.836232 -2.316894 1.078487 -0.8 0.2 -1.1 0.2058
C 2.540697 3.623516 -1.091484 1.2 0.7 -1.1 -1.0804
O 3.373944 2.535454 -1.446345 0.6 0.1 0.8 -0.0962
C 3.350959 2.147817 -2.792102 -0.7 -1.4 0.1 -0.2639
C 3.780240 3.132475 -3.814814 -1.5 -1.0 -0.5 -0.6760
O 5.086496 3.430276 -3.656504 2.5 1.5 -0.7 -0.2664
C 5.642037 4.035296 -4.876998 -0.4 -1.2 2.0 -0.8622
H 2.543927 3.710650 -0.033359 0.1 -0.1 0.9 0.3060
H 1.544052 3.486344 -1.444122 -1.0 -0.2 -0.4 0.3700
H 2.932564 4.578768 -1.508576 -0.2 -0.5 0.2 0.2894
H 2.331049 1.837333 -3.009251 -0.5 0.0 -0.4 0.1103
H 3.943212 1.219128 -2.932183 0.0 0.6 0.6 0.3566
H 3.113614 3.988355 -3.821077 -0.1 0.6 -0.1 0.3719
H 3.612175 2.577237 -4.746308 -0.1 0.2 -0.4 0.4245
H 5.847194 3.230256 -5.546670 0.0 -0.5 -0.8 0.3316
H 6.573617 4.496990 -4.624704 0.4 0.5 0.3 0.2470
H 4.929825 4.714730 -5.282462 -0.4 0.7 -0.4 0.3440
C 3.184139 -2.214672 2.334386 -0.4 -0.3 0.3 -1.0587
O 1.775716 -2.376092 2.659751 1.0 0.3 -0.9 -0.3102
C 1.436917 -2.696681 4.001728 0.4 -0.3 -0.2 -0.7226
C 0.639009 -1.557561 4.604540 0.6 -1.0 0.3 -0.7726
O -0.464853 -1.403327 3.798572 -0.8 -0.2 -0.9 0.2144
C -1.393635 -0.550563 4.371094 -0.2 0.5 1.9 -1.0679
H 3.333472 -2.201042 1.255808 -0.6 0.6 -0.1 0.2432
H 3.711478 -3.124883 2.574286 0.3 -0.3 0.8 0.4480
H 3.660084 -1.327311 2.796270 -0.5 -0.4 -0.2 0.3164
H 2.335487 -2.978367 4.547575 0.2 0.4 0.3 0.4799
H 0.843567 -3.631679 4.010948 -0.1 0.6 -0.2 0.2473
H 1.169268 -0.621234 4.715180 0.6 0.4 -0.2 0.4216
H 0.338409 -1.836993 5.610645 -0.1 -0.2 0.5 0.4583
H -1.619194 -0.861519 5.434616 0.0 0.0 -0.9 0.3144
H -2.309234 -0.503149 3.806369 -0.1 -0.1 -0.3 0.2571
H -0.975577 0.453988 4.484608 -0.1 0.2 -0.2 0.3483
C -0.447941 1.976573 2.059092 -0.1 1.4 0.2 -0.3957
O -1.861869 1.768665 2.016347 0.5 0.0 0.0 -0.0888
C -2.621213 2.275054 0.905248 0.3 -1.0 0.0 0.8363
C -3.672489 3.219527 1.332455 0.1 1.2 0.4 -1.1185
O -3.197888 4.586585 1.433192 0.1 -0.1 -0.3 -0.4142
C -2.462232 4.965742 2.594331 -0.2 0.4 1.4 -0.5065
H -0.031566 1.614077 3.005074 -0.5 -0.3 -0.2 0.2257
H -0.178576 3.070002 2.076345 -0.4 -0.7 -0.3 0.3593
H 0.097751 1.505051 1.249504 -0.1 -0.2 -0.3 -0.2043
H -3.126255 1.436342 0.372529 0.6 0.2 0.4 -0.4141
H -2.049592 2.826219 0.172910 0.7 -0.1 -0.2 0.1785
H -4.125074 2.953727 2.253068 -0.3 -0.5 1.2 0.3858
H -4.483407 3.102347 0.616817 0.0 1.0 -0.4 0.4661
H -1.757410 5.803148 2.441387 0.1 -0.7 -1.1 0.2519
H -1.888990 4.130172 3.093184 -0.9 0.8 -0.5 0.1236
H -3.103790 5.528773 3.334980 0.0 -1.3 -0.4 0.2735
C -2.861938 -1.644211 1.071157 0.3 0.0 -1.1 -0.1282
O -3.962410 -2.490374 1.126552 -1.1 -1.1 0.0 -0.5615
C -3.759045 -3.890917 0.826661 0.5 0.8 1.2 -0.4082
C -2.616046 -4.523275 1.626800 0.4 1.4 -2.1 0.3886
O -2.919622 -4.995864 2.868299 -0.4 -0.8 1.7 -0.5520
C -2.755769 -4.093849 3.963502 0.8 -0.5 -1.2 -0.3244
H -2.226267 -1.701190 1.916735 0.8 -0.4 1.0 -0.3559
H -3.245303 -0.642001 1.102423 -0.3 0.6 -0.3 0.2864
H -2.225321 -1.806270 0.180250 -0.3 0.1 0.2 0.5145
H -3.560432 -4.036821 -0.234162 0.0 0.1 -0.1 0.1722
H -4.649308 -4.409838 1.157627 -0.5 0.1 -0.3 0.4501
H -1.817843 -3.742159 1.619315 0.0 -0.8 0.2 -0.4004
H -2.328498 -5.356740 0.993444 0.5 -0.3 0.2 0.3943
H -3.514045 -3.339253 3.881673 -0.4 0.6 0.4 0.2385
H -1.759901 -3.639072 3.846333 -0.2 0.1 0.4 -0.1249
H -2.801973 -4.681008 4.881944 -0.2 0.2 -0.1 0.3312
C -4.421791 -1.645816 -2.300161 0.2 -0.2 2.0 -0.6389
O -3.506850 -0.594350 -2.486248 -0.4 0.1 -0.7 -0.0711
C -4.136515 0.596271 -2.917425 -0.5 0.5 -0.3 -0.6683
C -3.079274 1.526662 -3.499774 0.0 -1.5 -0.5 -0.4266
O -2.543253 2.298404 -2.496177 -0.8 0.2 0.9 -0.1754
C -1.409685 2.959179 -2.876469 1.4 0.4 -0.7 -0.6996
H -5.300771 -1.366135 -1.650119 0.8 -0.1 -0.6 0.3307
H -3.837949 -2.397123 -1.756658 -0.4 -0.1 -0.1 -0.1091
H -4.741736 -2.072983 -3.222248 -0.4 -0.2 -0.9 0.3956
H -4.531829 1.043835 -1.985272 -0.3 0.3 -0.6 0.2858
H -4.988353 0.457187 -3.685274 1.3 -0.2 1.2 0.3110
H -3.453341 2.109358 -4.330060 -0.4 0.5 -0.2 0.4041
H -2.255742 0.920909 -3.900785 -0.2 -0.3 -0.2 0.2270
H -0.610874 2.278938 -3.278047 -0.6 0.3 0.2 0.2587
H -1.055026 3.382703 -1.959690 0.6 0.6 0.4 0.1638
H -1.576670 3.759653 -3.633985 -0.1 -0.4 0.4 0.3556
```
Positions in Å, forces in eV/Å.


(2)
DFT (ωB97M-V with the def2-TZVPD basis set) results for a structure of composition C26H69O9Zn in a non-equilibrium geometry.

Properties
electronic energy	-3488.2301	hartree
orbital gap	6.9575	eV
net charge	+1

Geometry as XYZ:
```
105
Properties=species:S:1:pos:R:3:forces:R:3:mulliken_charge:R:1
Zn 0.721392 -0.644194 2.497351 -1.4 2.8 -1.3 0.3857
C -0.368837 -0.396051 -0.487065 0.0 0.4 -0.2 1.2943
C -0.795373 0.823710 0.335449 0.1 -0.6 -1.0 -0.4304
O -0.192256 0.896913 1.597276 0.1 -0.8 0.5 2.3287
H 0.717895 -0.526625 -0.494559 0.0 -0.1 0.3 -0.2113
H -0.591233 -0.163589 -1.532121 -0.3 -0.4 0.0 -1.1006
H -0.874522 -1.306872 -0.164410 0.1 0.0 -0.2 -0.2567
H -1.892901 0.834668 0.313963 -0.1 0.0 0.6 0.1476
H -0.520057 1.684327 -0.289500 0.1 0.2 0.3 -0.4519
C -2.026009 4.160206 3.720292 0.1 0.0 -1.0 -0.9164
C -2.594052 2.774934 4.022420 -0.2 0.8 -0.1 0.3514
C -3.628581 2.274931 3.004255 0.2 0.5 0.4 -0.9302
O -1.496024 1.867059 4.094726 -0.2 -0.3 0.0 -0.5678
H -1.207859 4.418228 4.390716 -0.3 0.0 0.3 0.2789
H -2.788382 4.939518 3.691984 0.0 0.0 0.3 0.4433
H -1.560827 4.163825 2.725455 -0.1 -0.1 -0.1 -0.0447
H -3.094101 2.890118 4.985982 0.3 -0.7 0.3 0.3766
H -4.002727 1.293806 3.291225 0.3 -0.2 -0.2 0.1682
H -3.130931 2.295278 2.031914 -0.3 -0.3 -0.2 0.0782
H -4.525493 2.895074 2.961061 0.2 0.3 0.0 0.4746
H -1.177458 1.765231 3.178548 0.1 -0.1 0.2 -0.2143
C 0.850573 -1.521208 -4.320317 0.0 0.5 0.8 -1.1844
C -0.246765 -0.481227 -4.521048 0.4 -0.5 -1.2 2.0477
C 0.284728 0.897341 -4.893671 0.1 0.6 1.1 -1.3679
O -1.106448 -0.915123 -5.596572 -0.3 -0.3 0.5 -0.5359
H 1.478148 -1.664981 -5.199884 -0.1 0.0 -0.1 0.5435
H 0.422539 -2.461030 -3.973917 -0.1 -0.1 -0.3 0.3301
H 1.480659 -1.171492 -3.495422 0.2 0.0 -0.1 -0.0516
H -0.842465 -0.477392 -3.608304 -0.1 0.1 -0.3 -1.1526
H -0.465415 1.589903 -5.277207 -0.1 -0.6 -0.6 0.4341
H 1.130592 0.807161 -5.573195 0.0 0.2 -0.1 0.3899
H 0.567020 1.472368 -4.001787 0.6 -0.4 0.1 0.1292
H -0.555273 -1.269721 -6.301134 0.0 0.0 0.0 0.3624
C -1.340853 -4.726183 -0.690745 -0.6 -0.3 0.0 -1.2114
C 0.151324 -4.820007 -0.428363 -0.2 -0.5 -0.5 0.4792
C 1.002722 -4.279444 -1.576040 -1.0 0.5 0.6 -0.8387
O 0.456839 -4.056151 0.754351 -0.1 0.5 0.7 -0.4478
H -1.742260 -3.718942 -0.820993 0.4 0.2 -0.1 0.0203
H -1.949825 -5.203741 0.080848 0.3 0.1 0.3 0.3513
H -1.620479 -5.304642 -1.573449 0.3 0.2 -0.2 0.4694
H 0.346119 -5.870628 -0.200797 0.3 0.0 -0.1 0.3301
H 0.742547 -4.701182 -2.544290 0.2 -0.3 0.1 0.5117
H 2.065012 -4.331155 -1.344224 0.0 -0.1 -0.2 0.3684
H 0.683214 -3.232906 -1.615281 0.4 0.2 -0.2 -0.2888
H 1.352953 -4.219944 1.067348 0.0 -0.4 -0.3 0.1854
C 3.293270 0.154752 -1.105030 0.6 -1.0 -0.1 -0.5020
C 3.619021 -1.341441 -0.973559 -1.2 -0.1 -0.7 1.9705
C 4.440335 -1.851256 -2.154349 0.3 0.6 0.7 -1.5110
O 4.248261 -1.624755 0.266185 0.4 -0.1 0.2 -0.6004
H 2.565488 0.465703 -0.356105 0.2 0.3 0.1 -0.3949
H 2.881018 0.313068 -2.102540 0.0 0.3 0.1 0.2010
H 4.252390 0.663513 -1.003950 -0.2 0.5 0.0 0.4963
H 2.663913 -1.886344 -1.015457 0.0 0.0 0.1 -1.0158
H 5.443125 -1.428339 -2.057043 0.0 0.0 -0.2 0.4337
H 3.975418 -1.479888 -3.065380 0.1 -0.2 -0.2 0.3084
H 4.540247 -2.934564 -2.181455 -0.1 0.0 0.1 0.3806
H 3.575212 -1.915423 0.881821 0.1 0.0 0.1 0.2768
C -2.362368 -3.714743 2.911094 0.5 -0.1 -0.2 -1.7123
C -2.050355 -2.392994 2.220313 -2.7 0.4 0.7 1.3434
C -2.779663 -1.220192 2.852960 0.2 -0.4 0.9 -1.4558
O -0.658414 -2.080890 2.197778 2.0 -0.6 -0.4 -0.4021
H -2.357574 -3.695373 4.001172 0.2 0.2 0.0 0.3475
H -1.655021 -4.460547 2.543343 0.0 -0.2 0.2 0.3714
H -3.355086 -4.036207 2.595276 0.0 0.1 0.0 0.4376
H -2.505765 -2.500769 1.228907 1.0 0.1 -0.5 -0.1857
H -2.902103 -0.354972 2.208635 0.2 0.0 0.0 0.0497
H -2.239891 -0.969251 3.772878 0.0 0.4 -0.1 0.3204
H -3.753806 -1.537711 3.228147 -0.1 0.0 -0.4 0.4804
H -0.218296 -2.776769 1.639857 -0.2 -0.2 0.0 0.6408
C 4.454987 0.345356 3.475494 0.8 0.4 -0.2 -1.2359
C 3.156034 1.037372 3.824266 -0.2 -1.0 -0.9 0.5325
C 3.198375 2.521083 4.023307 -0.6 0.3 0.7 -1.3475
O 2.250217 0.799618 2.668842 0.0 -1.3 0.9 0.1365
H 5.245693 0.474977 4.217643 -0.4 -0.2 0.4 0.4472
H 4.913985 0.781382 2.583919 -0.4 0.0 -0.2 0.2788
H 4.310736 -0.718175 3.283943 0.0 0.0 0.1 0.2466
H 2.637756 0.493345 4.619042 0.3 0.4 0.4 0.3056
H 2.228452 2.861313 4.396290 0.1 -0.1 0.2 0.3210
H 3.309308 3.080551 3.092650 0.6 -0.2 -0.1 0.3456
H 3.954631 2.773234 4.765639 0.1 0.2 -0.2 0.4397
H 2.242903 1.631558 2.160127 -0.6 0.1 -0.6 0.0244
C 1.324188 5.174909 1.279846 0.1 0.4 -0.6 -1.5892
C 0.767367 3.981496 0.518135 1.1 0.2 0.1 1.0323
C 0.907372 4.140970 -0.990225 -0.9 0.0 -0.2 -1.0191
O 1.520491 2.815041 0.927388 -0.2 -0.1 0.1 -0.7312
H 2.400688 5.239396 1.105525 0.0 -0.2 0.1 0.3733
H 1.129853 5.179999 2.350846 -0.1 -0.2 0.0 0.2733
H 0.925212 6.096901 0.850980 -0.2 0.0 0.1 0.4364
H -0.284431 3.832214 0.769954 -0.1 -0.1 0.0 -0.0940
H 0.518452 3.242211 -1.475858 0.3 -0.1 0.0 -0.0350
H 1.911863 4.346543 -1.354488 0.1 -0.1 0.3 0.3418
H 0.247880 4.933324 -1.353950 0.1 0.2 0.1 0.4166
H 0.856543 2.118160 1.109707 0.0 -0.1 0.1 -0.3923
C -3.392276 -1.259460 -2.685592 -0.6 -0.6 -0.8 -0.7980
C -3.876668 -0.004287 -3.411534 -0.1 0.5 0.0 0.2299
C -2.799874 1.013143 -3.794084 0.1 -0.1 0.3 -0.4619
O -4.664948 -0.330169 -4.550760 0.2 -0.3 0.1 -0.5941
H -2.869975 -1.067930 -1.750841 0.2 0.1 -0.1 -0.0632
H -2.835776 -1.906034 -3.372855 0.6 0.3 0.1 0.2240
H -4.254170 -1.903715 -2.490751 -0.2 0.3 0.3 0.4732
H -4.568213 0.525821 -2.753291 -0.1 -0.1 0.1 0.3981
H -2.122541 0.672112 -4.579981 -0.8 0.1 0.1 -0.1404
H -2.165571 1.226718 -2.926968 -0.1 0.2 0.1 0.0774
H -3.279153 1.939299 -4.104894 0.0 0.0 -0.1 0.4274
H -4.075617 -0.763053 -5.181838 -0.1 0.1 -0.1 0.3646
```
Positions in Å, forces in eV/Å.